(1)
The following is a quantum chemistry calculation of a cluster of 10 separate species, C19H58F6NO8P in total at a distorted geometry, from OMol25.

Element x y z (Å)
N 0.0037 3.1469 3.5757
H 0.6981 2.4822 3.2657
H -0.4981 2.8323 4.3938
H -0.6311 3.2776 2.8010
H 0.5180 3.9856 3.8038
P -0.1905 0.3024 0.1327
F -1.8080 -0.0582 0.0386
F -0.0005 -0.6947 1.4078
F 0.1526 -0.8516 -0.9355
F 1.4598 0.6030 0.2366
F -0.3616 1.3158 -1.1155
F -0.5634 1.5691 1.1265
C -3.5132 1.0074 -2.8323
O -4.4519 1.7580 -2.1328
H -3.8726 -0.0216 -2.8328
H -3.3752 1.3610 -3.8541
H -2.5606 0.9144 -2.3109
H -5.2969 1.7234 -2.5872
C 1.6086 4.2182 0.2809
C 2.3402 4.0364 -1.0578
C 3.7094 3.3330 -0.8562
O 1.6170 3.2535 -2.0052
H 0.6970 4.8116 0.2109
H 2.3243 4.7630 0.8966
H 1.3350 3.2855 0.7742
H 2.5833 5.0333 -1.4256
H 3.6016 2.3087 -0.4996
H 4.3773 3.9725 -0.2791
H 4.1866 3.3030 -1.8357
H 1.3399 2.4011 -1.6613
C 3.8126 1.4936 4.3674
C 3.0722 0.8590 3.1368
C 3.0658 -0.6433 3.3807
O 1.7081 1.2125 3.1356
H 3.2296 1.2890 5.2654
H 3.9569 2.5740 4.3546
H 4.8416 1.1398 4.4318
H 3.5407 1.0699 2.1754
H 4.0752 -1.0547 3.3720
H 2.5271 -1.1861 2.6041
H 2.6082 -0.9081 4.3339
H 1.2743 0.4364 2.7734
C 2.2791 -3.1335 -2.2681
C 1.6707 -3.9368 -1.0630
C 2.3788 -3.5653 0.2300
O 0.2696 -3.5780 -0.8814
H 1.9887 -3.6305 -3.1938
H 3.3635 -3.2311 -2.2166
H 1.9644 -2.1131 -2.4864
H 1.6944 -5.0216 -1.1664
H 3.4521 -3.7536 0.2546
H 1.8831 -4.0456 1.0736
H 2.2131 -2.5196 0.4893
H 0.2273 -2.6227 -0.7961
C 3.4156 0.4394 -2.8277
C 3.3108 0.9692 -4.2568
C 1.9410 0.7020 -4.8675
O 3.4272 2.4419 -4.2883
H 4.3065 0.7622 -2.2890
H 3.4732 -0.6452 -2.9190
H 2.5176 0.7214 -2.2779
H 4.0797 0.5155 -4.8822
H 1.1505 1.1523 -4.2671
H 1.8082 -0.3798 -4.8498
H 1.8708 1.0697 -5.8912
H 2.9907 2.8251 -3.5240
C -2.7782 0.1654 3.3957
C -3.7215 -1.0082 3.4131
C -3.4050 -1.9611 2.3015
O -3.5037 -1.6216 4.6518
H -2.9263 0.7519 2.4890
H -1.7652 -0.2000 3.2275
H -2.9597 0.8161 4.2512
H -4.7292 -0.6102 3.2935
H -3.4391 -1.3743 1.3835
H -4.1174 -2.7848 2.3484
H -2.4332 -2.4393 2.4241
H -3.7370 -2.5430 4.5169
C -5.0755 -3.5938 -0.4548
C -4.5772 -2.9935 -1.7917
C -3.0654 -2.6640 -1.8168
O -4.8185 -3.9762 -2.7773
H -4.3452 -4.3386 -0.1385
H -6.1029 -3.9567 -0.4824
H -5.2575 -2.7820 0.2494
H -5.2396 -2.1701 -2.0591
H -2.4785 -3.5735 -1.6886
H -2.7171 -2.0186 -1.0105
H -2.8425 -2.1748 -2.7650
H -4.7064 -4.8477 -2.3906
O -3.4541 2.5158 0.4713
H -2.7417 1.8768 0.4501
H -3.8798 2.4290 -0.3816

Output
* multiplicity: 2
* expectation value of S²: 0.75
* orbital gap (alpha / beta): 3.050 / 10.086 eV
* LUMO (alpha / beta): 2.47 / 2.46 eV
* total charge: -1
* E_tot: -2356.1070 Eh


(2)
The following is a quantum chemistry calculation of the molecule C6H11N at a distorted geometry, from OMol25.

Element x y z (Å)
C 0.9704 0.4865 1.1081
C -0.3335 0.0885 0.5175
C -1.5279 0.0159 1.1361
N -1.6523 0.2059 2.5370
C -0.4123 0.0553 -1.0312
C 0.8969 -0.2359 -1.7040
C 1.1235 -0.9662 -2.7958
H 0.8527 0.4987 2.2052
H 1.2340 1.5186 0.8440
H 1.8752 -0.0781 0.9017
H -2.3674 -0.5366 0.7089
H -1.6258 1.1835 2.7914
H -1.1185 -0.3058 3.2153
H -1.1195 -0.7493 -1.2474
H -0.9176 0.9805 -1.3492
H 1.6549 0.4857 -1.3972
H 2.1322 -1.3195 -2.9899
H 0.3350 -1.3276 -3.4506

Output
* SMILES: C=CC/C(C)=C/N
* orbital gap: 9.847 eV
* LUMO: 0.94 eV
* total charge: 0
* E_tot: -289.8855 Eh


(3)
The following is a quantum chemistry calculation of a structure of composition C50H61BCoN9O3S3 at a distorted geometry, from OMol25.

Element x y z (Å)
Co 0.1205 -0.4185 0.0085
C 2.8966 5.3537 -1.2711
C 3.7148 4.5112 -2.2408
C 4.7343 3.6994 -1.4384
C 4.4200 5.4626 -3.2113
N 2.9225 3.5453 -3.0512
C 3.5845 2.7942 -4.0124
C 2.6924 1.9522 -4.5485
N 1.4840 2.1383 -3.9077
B 0.3379 1.1978 -4.3154
N -1.0291 1.6290 -3.7412
C -1.6406 2.7201 -4.2954
C -2.7421 2.9918 -3.5766
N -2.8096 2.0538 -2.5676
C -1.7396 1.2182 -2.6769
S -1.4981 -0.2390 -1.7328
C -3.9061 2.0281 -1.5570
C -4.8292 3.2235 -1.7858
C -3.2991 2.1498 -0.1713
C -4.7263 0.7508 -1.7217
N 0.6695 -0.2894 -4.0041
C 0.3208 -1.2689 -4.8988
C 0.7926 -2.4429 -4.4377
N 1.4274 -2.1833 -3.2379
C 1.3138 -0.8520 -2.9740
S 1.8520 -0.0219 -1.5525
C 2.2347 -3.2015 -2.4923
C 3.7008 -2.7783 -2.5214
C 2.0808 -4.5461 -3.1982
C 1.7259 -3.3503 -1.0645
C 1.6086 3.1376 -2.9863
S 0.3746 3.7565 -2.0195
H 3.6074 5.9991 -0.7498
H 2.1635 5.9720 -1.7821
H 2.3639 4.7480 -0.5471
H 5.3215 4.3685 -0.8088
H 4.2181 2.9811 -0.7995
H 5.4202 3.1502 -2.0840
H 4.9524 6.2253 -2.6435
H 5.1453 4.9541 -3.8462
H 3.6880 5.9565 -3.8501
H 4.6217 2.9365 -4.2443
H 2.8142 1.2086 -5.3141
H 0.2686 1.2346 -5.5249
H -1.2150 3.2312 -5.1382
H -3.4620 3.7747 -3.6953
H -4.3049 4.1711 -1.6623
H -5.3043 3.1990 -2.7668
H -5.6179 3.1764 -1.0359
H -2.6955 3.0554 -0.0954
H -4.1016 2.1915 0.5678
H -2.6618 1.3024 0.0436
H -5.2000 0.7290 -2.7043
H -4.1033 -0.1333 -1.6171
H -5.5074 0.7281 -0.9609
H -0.2242 -1.0415 -5.7948
H 0.7199 -3.4249 -4.8585
H 4.0471 -2.6620 -3.5502
H 3.8376 -1.8384 -1.9897
H 4.3038 -3.5464 -2.0369
H 2.4470 -4.5217 -4.2248
H 2.6771 -5.2752 -2.6520
H 1.0450 -4.8889 -3.1915
H 2.0309 -2.5261 -0.4299
H 0.6368 -3.4215 -1.0642
H 2.1203 -4.2765 -0.6424
C -5.6043 -2.3472 3.3728
C -4.5525 -1.9233 4.3577
C -4.8052 -1.8979 5.7232
C -3.8370 -1.5017 6.6335
C -2.5778 -1.1413 6.1786
C -2.2903 -1.1755 4.8229
C -3.2798 -1.5488 3.9171
N -3.0166 -1.6024 2.5255
C -2.0164 -0.8776 1.9110
N -1.9341 0.4015 2.3150
C -0.9256 1.3363 2.0194
C -0.0031 1.1316 1.0093
C 1.0561 2.0247 0.8733
C 1.1404 3.1396 1.6928
C 0.1616 3.3724 2.6465
C -0.8798 2.4805 2.8290
C -1.9160 2.7094 3.8976
N -1.2662 -1.3850 0.9765
C -1.6250 -2.7221 0.5535
C -2.6485 -2.8386 -0.3876
C -3.0644 -4.0747 -0.8558
C -2.4679 -5.2225 -0.3628
C -1.4891 -5.1146 0.6109
C -1.0532 -3.8838 1.0958
C -0.0504 -3.8587 2.2060
H -6.5688 -2.4594 3.8646
H -5.3619 -3.3062 2.9064
H -5.7068 -1.6165 2.5688
H -5.7886 -2.1849 6.0750
H -4.0619 -1.4860 7.6908
H -1.8054 -0.8487 6.8766
H -1.2938 -0.9337 4.4690
H -3.3019 -2.4412 2.0427
H -2.5881 0.6641 3.0342
H 1.8137 1.8518 0.1251
H 1.9681 3.8282 1.5881
H 0.2155 4.2510 3.2782
H -1.7313 3.6540 4.4064
H -1.9033 1.9224 4.6573
H -2.9292 2.7581 3.4852
H -3.1072 -1.9343 -0.7583
H -3.8492 -4.1327 -1.5981
H -2.7725 -6.1970 -0.7202
H -1.0426 -6.0115 1.0213
H 0.4021 -4.8417 2.3312
H -0.5218 -3.5755 3.1501
H 0.7301 -3.1430 2.0013
O 4.0156 -0.0680 1.1010
C 4.1250 -0.8102 2.2355
C 5.3732 -1.1462 2.7521
C 5.4758 -1.8784 3.9223
C 4.3329 -2.2697 4.6046
C 3.0947 -1.9164 4.0946
C 2.9656 -1.2013 2.9081
C 1.5700 -0.9124 2.4228
O 0.6755 -0.7238 3.2286
O 1.4675 -0.9830 1.1254
H 4.9011 0.1326 0.7748
H 6.2666 -0.8220 2.2301
H 6.4556 -2.1331 4.3057
H 4.4060 -2.8363 5.5220
H 2.1834 -2.1883 4.6108

Output
* orbital gap (alpha / beta): 6.803 / 6.803 eV
* LUMO (alpha / beta): 0.35 / 0.35 eV
* total charge: 0
* E_tot: -5262.8377 Eh


(4)
The following is a quantum chemistry calculation of the molecule C2H3N3O at a distorted geometry, from OMol25.

Element x y z (Å)
C 1.2435 -0.0774 -1.1530
C -0.0922 -0.2602 1.0442
N 2.3499 -0.1269 -1.4345
N -0.9989 0.6425 -1.1381
N -0.0738 0.1366 -0.4087
O -2.1252 0.8025 -0.7038
H 0.0872 -1.2455 1.0722
H 0.7512 0.2388 1.5039
H -1.1418 -0.1104 1.2179

Output
* SMILES: CN(C#N)N=O
* orbital gap: 10.332 eV
* LUMO: 0.34 eV
* total charge: 0
* E_tot: -317.3683 Eh


(5)
The following is a quantum chemistry calculation of the molecule CCl2FNO2 at a distorted geometry, from OMol25.

Element x y z (Å)
C -0.8080 0.0696 0.0560
N 0.7599 -0.2097 -0.1920
O 1.4354 -0.3861 0.7698
O 1.0720 -0.2003 -1.3401
F -0.9607 1.0383 1.1145
Cl -1.7507 -1.2757 0.5594
Cl -1.3406 0.9405 -1.3924

Output
* SMILES: O=[N+]([O-])C(F)(Cl)Cl
* orbital gap: 11.222 eV
* LUMO: -0.51 eV
* total charge: 0
* E_tot: -1263.4626 Eh


(6)
The following is a quantum chemistry calculation of a structure of composition C34H44BrF5N5SSeSiTi at a distorted geometry, from OMol25.

Element x y z (Å)
Ti 16.7379 -15.5760 -2.0941
N 19.4988 -12.8397 -4.0583
C 18.4399 -13.3717 -3.5315
N 18.2644 -14.6905 -3.3216
C 19.3637 -15.4730 -3.4323
N 19.3036 -16.6857 -2.9808
N 18.1135 -16.9437 -2.4140
C 17.9051 -18.1863 -2.0544
C 16.7226 -18.4543 -1.3392
C 16.3206 -19.6686 -0.8204
C 15.1212 -19.6956 -0.0684
C 14.3947 -18.5213 0.2130
C 14.8228 -17.3177 -0.3783
N 15.9220 -17.2811 -1.1273
C 20.6876 -14.9425 -3.8471
C 21.8243 -15.6571 -3.9613
C 23.0614 -15.0409 -4.1945
C 23.1465 -13.6961 -4.3555
C 21.9395 -12.9851 -4.4067
C 20.6987 -13.5953 -4.2098
H 19.4684 -11.8498 -4.2562
H 17.7700 -12.6814 -3.0639
H 18.6503 -18.9856 -2.2872
H 16.8483 -20.5959 -1.0420
H 14.6911 -20.6055 0.3540
H 13.4750 -18.5597 0.7599
H 14.3611 -16.3549 -0.1876
H 21.8023 -16.7653 -3.9464
H 23.9441 -15.6423 -4.2458
H 24.0725 -13.1191 -4.4712
H 21.9938 -11.9249 -4.5611
F 17.7261 -9.0319 2.4664
C 17.7531 -10.2349 1.7974
C 18.0780 -11.4643 2.3806
F 18.6613 -11.5288 3.6342
C 17.6695 -12.6306 1.6927
F 17.7988 -13.7879 2.3375
C 17.2120 -12.5739 0.3394
Se 16.1877 -14.1290 -0.2608
C 17.1435 -11.3296 -0.2400
F 16.8472 -11.2485 -1.6100
C 17.4340 -10.1772 0.4578
F 17.3836 -8.9423 -0.1112
C 10.0484 -12.5359 -0.5661
C 10.3085 -11.2250 -1.3904
C 10.0797 -11.4279 -2.9332
C 9.2923 -10.0886 -0.9259
Si 12.0876 -10.5018 -0.8634
Br 13.4507 -12.0092 -1.8433
C 12.3384 -10.5307 1.0315
C 13.7156 -9.8376 1.2904
C 11.2156 -9.8590 1.8743
C 12.4493 -11.9646 1.5210
C 12.5202 -8.8173 -1.6539
C 11.9587 -8.6680 -3.0599
C 14.0475 -8.7166 -1.8937
C 12.0554 -7.6191 -0.7917
H 9.1735 -13.0558 -1.0147
H 9.7634 -12.3297 0.4648
H 10.8795 -13.2390 -0.5911
H 9.1073 -11.9797 -3.0503
H 10.8498 -11.9960 -3.4709
H 9.9764 -10.4396 -3.4782
H 8.3422 -10.3982 -1.3000
H 9.5033 -9.1296 -1.3200
H 9.2091 -9.9423 0.1720
H 13.7384 -8.8332 0.9373
H 14.5341 -10.3751 0.7369
H 14.0513 -9.8884 2.3283
H 10.9986 -8.8502 1.6339
H 11.4079 -9.9079 2.9486
H 10.2278 -10.3575 1.6682
H 13.0158 -12.6047 0.8686
H 11.4854 -12.4159 1.7846
H 13.1031 -12.0277 2.3957
H 12.4103 -9.5046 -3.6312
H 12.2219 -7.7219 -3.5366
H 10.8383 -8.8779 -3.1220
H 14.4480 -9.6362 -2.3132
H 14.6173 -8.5658 -0.9804
H 14.2888 -8.0238 -2.6451
H 11.0063 -7.3771 -0.9563
H 12.5709 -6.7719 -1.1927
H 12.2624 -7.7014 0.3195
C 13.7145 -16.6849 -4.0410
S 14.6785 -15.2140 -3.3665
C 14.8750 -13.9946 -4.7305
H 12.7456 -16.2812 -4.4185
H 13.6268 -17.4054 -3.2131
H 14.2606 -17.0750 -4.9408
H 15.2841 -14.5297 -5.6548
H 15.6639 -13.3269 -4.4285
H 13.9751 -13.4301 -4.8805

Output
* multiplicity: 2
* expectation value of S²: 0.76
* orbital gap (alpha / beta): 5.119 / 5.100 eV
* LUMO (alpha / beta): -7.54 / -7.56 eV
* total charge: +2
* E_tot: -8607.1794 Eh